# 1
# C33H74N9O4P2S2

3 unconnected molecules or ions with the total composition C33H74N9O4P2S2 at a distorted geometry (ωB97M-V/def2-TZVPD, OMol25).

```
124
C33H74N9O4P2S2 | OMol25 | ωB97M-V/def2-TZVPD
C -5.35 -4.55 4.14
C -4.00 -4.28 3.46
S -2.62 -5.00 4.40
C -1.35 -3.68 4.49
C -0.39 -3.58 3.25
C -1.25 -2.99 2.11
C -0.46 -2.29 0.98
C -0.84 -0.82 0.77
C -2.35 -0.56 0.65
C -2.77 0.60 1.58
C -2.14 1.93 1.22
C -2.60 2.51 -0.13
S -1.44 2.15 -1.50
C -2.42 1.20 -2.58
N -2.20 -0.03 -2.91
N -3.25 -0.38 -3.77
C -4.00 0.66 -3.87
O -3.55 1.71 -3.15
C 0.75 -2.64 3.70
C 2.17 -3.06 3.30
C 2.96 -3.63 4.50
C 2.91 -1.75 2.91
N 2.22 -3.92 2.10
O 3.40 -4.15 1.69
C 1.42 -5.17 2.21
C 2.19 -6.36 2.80
C 1.07 -5.57 0.75
C 0.09 -5.02 2.97
H -6.13 -4.59 3.38
H -5.36 -5.49 4.69
H -5.59 -3.71 4.80
H -4.04 -4.70 2.46
H -3.84 -3.21 3.35
H -1.89 -2.75 4.63
H -0.75 -3.95 5.36
H -1.89 -2.25 2.59
H -1.93 -3.75 1.70
H -0.69 -2.80 0.04
H 0.62 -2.34 1.10
H -0.43 -0.26 1.62
H -0.29 -0.46 -0.10
H -2.94 -1.44 0.90
H -2.63 -0.27 -0.37
H -2.39 0.31 2.57
H -3.86 0.66 1.65
H -2.43 2.65 1.99
H -1.05 1.88 1.24
H -2.70 3.59 -0.09
H -3.59 2.12 -0.35
H -4.90 0.66 -4.46
H 0.56 -1.63 3.32
H 0.72 -2.58 4.79
H 2.31 -3.96 5.31
H 3.60 -2.85 4.90
H 3.64 -4.42 4.19
H 2.86 -1.11 3.79
H 2.35 -1.22 2.13
H 3.95 -1.93 2.64
H 3.12 -6.57 2.29
H 2.32 -6.24 3.88
H 1.54 -7.23 2.70
H 0.29 -4.91 0.39
H 0.76 -6.61 0.70
H 1.94 -5.46 0.10
H 0.15 -5.57 3.92
H -0.67 -5.53 2.38
O 3.64 -4.64 -3.03
P 4.81 -3.76 -3.37
N 6.06 -4.93 -3.43
C 7.46 -4.66 -3.17
C 5.93 -5.87 -4.54
N 4.88 -2.85 -1.89
C 5.61 -3.37 -0.75
C 3.55 -2.41 -1.45
N 5.68 -2.51 -4.28
C 6.27 -1.35 -3.63
C 4.92 -2.08 -5.47
H 7.96 -4.13 -3.99
H 7.98 -5.61 -3.02
H 7.61 -4.10 -2.25
H 6.23 -5.42 -5.50
H 4.89 -6.20 -4.63
H 6.53 -6.76 -4.37
H 5.41 -4.43 -0.57
H 5.36 -2.82 0.16
H 6.69 -3.23 -0.87
H 3.00 -3.20 -0.93
H 2.94 -2.08 -2.30
H 3.65 -1.56 -0.77
H 5.53 -0.69 -3.18
H 6.81 -0.78 -4.40
H 7.00 -1.63 -2.88
H 4.04 -1.48 -5.19
H 4.58 -2.95 -6.03
H 5.55 -1.49 -6.14
O -5.61 7.46 -1.20
P -4.40 8.34 -1.36
N -3.15 7.17 -1.30
C -1.80 7.42 -0.85
C -3.14 6.27 -2.45
N -4.53 9.20 0.16
C -3.94 8.63 1.36
C -5.90 9.63 0.44
N -3.42 9.61 -2.10
C -2.93 10.76 -1.34
C -4.03 10.09 -3.36
H -1.19 7.97 -1.58
H -1.30 6.46 -0.67
H -1.77 7.95 0.10
H -2.72 6.75 -3.34
H -4.16 5.95 -2.69
H -2.57 5.37 -2.23
H -4.16 7.56 1.48
H -4.31 9.16 2.24
H -2.86 8.78 1.38
H -6.51 8.82 0.85
H -6.39 9.98 -0.47
H -5.89 10.45 1.15
H -3.72 11.41 -0.97
H -2.29 11.35 -2.01
H -2.29 10.44 -0.52
H -4.93 10.68 -3.18
H -4.29 9.24 -3.99
H -3.32 10.70 -3.92
```

As for the HOMO energy (spin up / spin down): -8.0 / -8.0 eV. Its total energy is -97265.2713 eV. The calculation puts the largest force on an atom at 0.1181 Eh/bohr. As for the molar mass: 787.10 g mol⁻¹. The energy above the lowest of the compared OMol25 structures with the same formula, charge and spin is 0.0 kcal/mol. Its expectation value of S² is 0.75. Its spin multiplicity is 2. The LUMO energy (spin up / spin down) comes out at 0.314 / 0.314 eV.

=====

# 2
# C33H74O24S9

14 unconnected molecules or ions with the total composition C33H74O24S9 at a distorted geometry (ωB97M-V/def2-TZVPD, OMol25).

```
140
C33H74O24S9 | OMol25 | ωB97M-V/def2-TZVPD
C 2.00 2.88 4.85
C 1.74 2.16 3.58
O 0.85 2.97 2.86
C 0.72 4.10 3.47
O -0.02 5.01 3.13
O 1.37 4.09 4.63
H 3.09 2.91 4.94
H 1.72 2.28 5.71
H 1.23 1.22 3.80
H 2.64 1.96 3.00
C 0.19 1.17 -0.14
C 0.91 -0.05 -0.49
O -0.14 -1.01 -0.24
C -1.20 -0.53 0.40
O -2.16 -1.13 0.80
O -0.99 0.79 0.48
H -0.05 1.63 -1.10
H 0.93 1.73 0.43
H 1.84 -0.20 0.05
H 1.19 -0.07 -1.55
C -6.02 -1.68 0.69
C -5.56 -0.42 -0.07
O -6.68 0.44 -0.14
C -7.63 -0.02 0.64
O -8.66 0.68 0.76
O -7.23 -1.19 1.23
H -5.30 -1.90 1.48
H -6.35 -2.52 0.08
H -5.20 -0.71 -1.06
H -4.74 0.05 0.48
C -3.50 2.59 -0.08
C -2.53 3.50 0.60
O -3.08 3.57 1.91
C -4.41 3.31 1.86
O -5.27 3.61 2.70
O -4.71 2.77 0.62
H -3.14 1.58 0.11
H -3.52 2.63 -1.17
H -2.42 4.51 0.19
H -1.49 3.15 0.62
C -1.81 2.60 -5.24
C -1.30 3.56 -4.20
O -1.70 2.96 -3.00
C -2.12 1.72 -3.13
O -2.53 1.02 -2.21
O -2.09 1.48 -4.46
H -1.09 2.23 -5.97
H -2.60 3.02 -5.86
H -1.78 4.53 -4.31
H -0.22 3.65 -4.34
C 3.86 -4.24 0.27
S 2.94 -4.77 -1.26
O 2.75 -6.31 -1.24
C 1.41 -3.85 -0.91
H 4.81 -4.78 0.19
H 3.36 -4.65 1.14
H 3.95 -3.15 0.28
H 0.95 -4.20 0.02
H 0.66 -3.98 -1.69
H 1.70 -2.81 -0.80
C -0.02 -1.13 -3.74
S 1.80 -1.15 -4.20
O 2.52 -1.36 -2.90
C 1.70 -2.87 -4.95
H -0.65 -1.42 -4.58
H -0.25 -0.25 -3.15
H -0.31 -2.01 -3.17
H 1.07 -2.78 -5.83
H 1.25 -3.58 -4.26
H 2.63 -3.39 -5.16
C 0.32 6.41 -1.53
S 0.48 5.25 -0.06
O 0.99 4.02 -0.79
C 1.94 5.93 0.77
H -0.27 5.94 -2.31
H 1.27 6.51 -2.05
H -0.12 7.35 -1.21
H 2.74 6.17 0.07
H 2.30 5.26 1.56
H 1.76 6.92 1.20
C -3.24 -3.66 2.77
S -1.68 -2.88 3.37
O -1.39 -3.33 4.77
C -0.64 -3.88 2.16
H -3.33 -3.57 1.69
H -4.14 -3.29 3.27
H -3.28 -4.73 2.98
H -0.69 -3.34 1.22
H -1.04 -4.89 2.10
H 0.34 -4.15 2.57
C 5.79 -1.28 -3.60
S 6.08 -1.83 -1.86
O 7.62 -1.83 -1.65
C 5.57 -0.25 -1.14
H 4.77 -1.29 -3.99
H 6.23 -1.99 -4.30
H 6.28 -0.33 -3.82
H 6.17 0.62 -1.40
H 5.86 -0.43 -0.10
H 4.49 -0.10 -1.19
C -2.52 -4.55 -1.03
S -4.37 -4.70 -0.74
O -5.08 -3.59 -1.51
C -4.79 -6.38 -1.40
H -1.99 -5.37 -0.55
H -2.03 -3.64 -0.69
H -2.38 -4.51 -2.11
H -4.61 -6.36 -2.47
H -5.87 -6.49 -1.31
H -4.29 -7.20 -0.89
C 3.63 4.22 -4.01
S 4.21 2.60 -3.42
O 5.15 2.79 -2.29
C 2.68 1.90 -2.65
H 4.41 4.95 -4.20
H 3.05 4.66 -3.21
H 2.98 4.16 -4.88
H 1.79 2.22 -3.21
H 2.58 2.36 -1.67
H 2.82 0.82 -2.66
C 5.11 -1.86 3.57
S 3.67 -0.89 2.93
O 3.66 -1.06 1.43
C 2.17 -1.85 3.60
H 5.23 -2.63 2.80
H 5.14 -2.29 4.57
H 6.02 -1.27 3.45
H 2.22 -2.92 3.39
H 1.37 -1.37 3.04
H 2.12 -1.61 4.66
C -2.44 -0.05 6.19
S -1.63 1.47 5.58
O -0.16 1.14 5.77
C -2.08 1.31 3.82
H -3.41 -0.34 5.77
H -2.60 0.13 7.25
H -1.87 -0.96 6.01
H -1.98 0.32 3.38
H -1.35 1.88 3.25
H -3.08 1.66 3.56
```

As for the HOMO energy: -8.7 eV. Its total energy is -182067.2812 eV. The calculation puts the largest force on an atom at 0.0861 Eh/bohr. As for the molar mass: 1143.53 g mol⁻¹. The energy above the lowest of the compared OMol25 structures with the same formula, charge and spin is 0.0 kcal/mol. Its spin multiplicity is 1. The LUMO energy comes out at -0.438 eV.

=====

# 3
# C33H76BIN2O3

5 unconnected molecules or ions with the total composition C33H76BIN2O3 at a distorted geometry (ωB97M-V/def2-TZVPD, OMol25).

```
116
C33H76BIN2O3 | OMol25 | ωB97M-V/def2-TZVPD
C -1.28 5.18 -3.94
C -0.29 4.02 -3.79
C 0.13 3.85 -2.33
I 1.76 2.46 -2.12
C 0.62 5.14 -1.70
O 1.27 5.96 -2.31
O 0.30 5.24 -0.39
C -0.52 6.40 -0.03
C 0.37 7.65 0.15
C -0.13 8.69 1.14
N 0.22 8.36 2.53
B -1.39 5.99 1.24
O -2.54 6.72 1.48
N -1.08 4.91 2.15
C 0.34 4.76 2.46
C -1.73 3.65 1.80
H -1.98 5.22 -3.10
H -1.82 5.08 -4.88
H -0.75 6.13 -3.97
H -0.79 3.10 -4.07
H 0.58 4.18 -4.41
H -0.67 3.44 -1.73
H -1.20 6.58 -0.87
H 1.38 7.31 0.40
H 0.46 8.15 -0.82
H -1.19 8.88 1.03
H 0.37 9.63 0.89
H -0.58 8.00 3.04
H 0.58 9.17 3.01
H -2.80 7.17 0.67
H 0.85 5.72 2.41
H 0.84 4.09 1.76
H 0.47 4.36 3.47
H -0.99 2.94 1.42
H -2.18 3.19 2.68
H -2.53 3.78 1.08
C 8.28 3.94 1.46
C 7.25 5.05 1.63
C 5.93 4.57 2.21
C 5.18 3.54 1.36
C 4.86 4.00 -0.06
C 3.95 5.22 -0.11
H 7.94 3.18 0.76
H 9.22 4.34 1.07
H 8.49 3.45 2.42
H 7.08 5.54 0.67
H 7.66 5.82 2.29
H 5.28 5.44 2.39
H 6.11 4.13 3.20
H 4.25 3.28 1.87
H 5.76 2.62 1.31
H 4.37 3.17 -0.58
H 5.78 4.21 -0.61
H 3.00 5.02 0.41
H 3.71 5.49 -1.14
H 4.41 6.09 0.35
C -1.14 -0.28 -3.03
C -0.26 -1.11 -2.09
C 0.52 -2.21 -2.79
C -0.34 -3.28 -3.45
C -1.32 -3.98 -2.51
C -0.63 -4.73 -1.37
H -1.90 -0.90 -3.51
H -1.65 0.51 -2.49
H -0.53 0.18 -3.81
H -0.88 -1.53 -1.29
H 0.44 -0.43 -1.60
H 1.19 -2.68 -2.06
H 1.18 -1.76 -3.54
H 0.32 -4.03 -3.90
H -0.90 -2.84 -4.28
H -1.91 -4.69 -3.09
H -2.02 -3.26 -2.10
H 0.06 -5.48 -1.75
H -1.37 -5.23 -0.75
H -0.07 -4.05 -0.72
C -0.57 -9.24 -1.00
C -1.67 -8.55 -1.82
C -2.84 -8.07 -0.97
C -3.61 -9.17 -0.24
C -4.19 -10.26 -1.14
C -5.21 -9.73 -2.15
H -0.94 -10.14 -0.52
H 0.26 -9.53 -1.65
H -0.19 -8.57 -0.23
H -2.02 -9.23 -2.60
H -1.23 -7.69 -2.33
H -3.53 -7.51 -1.60
H -2.47 -7.36 -0.22
H -4.43 -8.71 0.33
H -2.96 -9.64 0.51
H -4.67 -11.01 -0.51
H -3.39 -10.78 -1.67
H -6.04 -9.24 -1.64
H -5.62 -10.55 -2.74
H -4.76 -9.02 -2.84
C -2.87 -4.17 4.60
C -2.90 -3.72 3.14
C -1.56 -3.90 2.42
C -0.40 -3.09 3.00
C -0.63 -1.58 3.06
C -0.85 -0.95 1.69
H -2.16 -3.58 5.19
H -3.85 -4.06 5.06
H -2.58 -5.22 4.67
H -3.22 -2.67 3.09
H -3.66 -4.29 2.61
H -1.70 -3.64 1.36
H -1.29 -4.96 2.43
H 0.49 -3.29 2.40
H -0.17 -3.45 4.00
H 0.24 -1.12 3.53
H -1.48 -1.35 3.71
H 0.01 -1.15 1.04
H -0.97 0.13 1.76
H -1.74 -1.35 1.20
```

As for the HOMO energy: -8.6 eV. Its total energy is -53356.2394 eV. As for the SMILES: CC[C@@H](I)C(=O)O[C@H](CCN)B(O)N(C)C.CCCCCC.CCCCCC.CCCCCC.CCCCCC. The calculation puts the largest force on an atom at 0.0257 Eh/bohr. As for the molar mass: 686.70 g mol⁻¹. Its spin multiplicity is 1. The LUMO energy comes out at 0.053 eV.